The following is a quantum chemistry calculation of a single C37H61N7O2 molecule, from the OMol25 dataset.

Summary:
- Lowest unoccupied orbital energy: 0.03021 hartree
- Orbital gap: 7.80 eV
- HOMO: -6.978 eV

The geometry in XYZ format:
```
107
Properties=species:S:1:pos:R:3:forces:R:3
C -0.24126 -2.91410 6.35429 -0.1436 -0.1317 0.4291
O 0.52695 -2.84928 5.17414 0.1837 0.3664 -0.2766
C 0.12976 -2.03598 4.14083 0.1848 -0.4077 -0.1664
C 0.53715 -2.44344 2.89109 -0.1100 0.1086 0.3350
C 0.24397 -1.70857 1.73699 -0.3679 0.5616 0.1194
C -0.51776 -0.52151 1.86260 0.4381 -0.6552 0.0208
N -0.86675 0.23076 0.80189 -0.1199 0.4486 -0.4065
C -0.47554 -0.19390 -0.38602 -0.1589 -0.2084 0.7827
N 0.27174 -1.29523 -0.62229 0.2192 -0.2746 0.1226
C 0.63640 -2.04207 0.39714 -0.1791 0.2542 -0.0362
N 1.38890 -3.14049 0.16036 0.0441 -0.1560 0.5009
H 1.69424 -3.65521 0.96712 -0.0104 0.0244 -0.0936
C 1.88984 -3.55588 -1.13422 -0.1138 0.2738 -0.4423
C 0.74834 -3.87053 -2.10383 0.1747 -0.2429 -0.1009
H 0.14396 -4.69157 -1.71404 -0.0311 -0.0175 0.0380
H 0.12157 -2.98499 -2.18863 -0.0373 -0.0887 -0.0491
C 1.30251 -4.24086 -3.47469 -0.2455 0.0517 0.1271
N 2.11001 -3.15922 -4.00338 0.1846 -0.0742 0.0026
C 3.25647 -2.93543 -3.14596 0.0208 0.2031 0.1903
H 3.87259 -2.14838 -3.58787 0.0266 -0.0793 0.0023
C 2.79474 -2.49239 -1.76207 0.1919 -0.2619 -0.0947
H 3.66054 -2.31241 -1.12181 0.0138 0.0163 0.0485
H 2.22321 -1.57015 -1.84891 0.0991 0.0183 -0.0206
H 3.88004 -3.84663 -3.05430 0.0217 0.0233 -0.0631
C 2.46598 -3.35445 -5.39768 -0.2969 -0.0181 -0.1228
H 2.76530 -4.39881 -5.59998 0.0560 0.0412 0.0129
C 1.32523 -2.95380 -6.34032 0.5158 0.1858 0.0535
C 1.73442 -3.14377 -7.80074 -0.3504 -0.2216 0.1116
C 0.59772 -2.73610 -8.73441 0.2661 0.1830 -0.1024
C 0.19004 -1.28689 -8.48545 -0.2940 -0.1796 0.0328
C -0.21602 -1.09157 -7.02764 0.2838 0.2022 -0.0975
C 0.92334 -1.49955 -6.10021 -0.4288 -0.2593 0.0210
H 1.78808 -0.85691 -6.28322 0.1419 0.0881 0.0332
H 0.62949 -1.38280 -5.05772 0.0673 0.0794 0.0458
H -0.48454 -0.04734 -6.85207 -0.0969 0.0089 0.0351
H -1.09603 -1.70164 -6.81186 -0.0992 -0.0018 0.0367
H -0.63702 -1.01534 -9.14515 0.0421 0.0689 -0.0494
H 1.03217 -0.63045 -8.71726 0.0362 0.0759 -0.0490
H 0.90899 -2.86230 -9.77377 -0.0673 -0.0629 -0.0230
H -0.26235 -3.38745 -8.56206 -0.0536 -0.0631 -0.0381
H 2.00531 -4.18719 -7.97948 0.0949 -0.0182 -0.0086
H 2.61409 -2.53058 -8.01164 0.1135 0.0286 -0.0038
H 0.45623 -3.58921 -6.14285 -0.0627 -0.0415 -0.0048
H 3.32725 -2.71815 -5.61882 0.0247 -0.0128 -0.0239
H 0.47271 -4.42608 -4.15837 0.0253 -0.0814 0.0100
H 1.89341 -5.17558 -3.39654 -0.0081 0.0205 -0.0871
H 2.47537 -4.46834 -0.96556 -0.0618 0.0882 0.0093
N -0.87625 0.50124 -1.47657 -0.0870 0.0203 -0.3096
C -0.34958 0.21184 -2.78425 0.4142 -0.0737 -0.2415
H 0.17104 -0.74310 -2.72915 -0.0873 0.0539 -0.1318
H -1.18299 0.13774 -3.49212 0.0899 -0.0217 -0.0465
C 0.60568 1.30871 -3.28426 -0.3288 -0.3399 0.0314
N -0.14724 2.50903 -3.59392 0.0365 0.0488 0.0563
C -0.12513 3.50419 -2.54263 0.0203 0.0595 0.0655
H -0.81735 4.29568 -2.83531 0.0646 0.0668 0.0257
C -0.57294 2.93457 -1.18687 -0.1044 -0.0779 -0.1496
H -1.03624 3.73858 -0.61373 0.0422 0.0362 0.0715
H 0.28571 2.58392 -0.61269 -0.0044 0.0392 0.0687
C -1.55629 1.76246 -1.30484 -0.1811 0.3107 0.3346
H -2.13860 1.68533 -0.38596 -0.0198 0.0810 -0.2025
H -2.21803 1.91423 -2.16011 -0.0431 -0.0307 0.0495
H 0.87419 3.95868 -2.41497 -0.1016 0.0489 -0.0423
C 0.00642 3.00685 -4.95054 -0.0266 0.2207 -0.2305
C -1.20372 3.84602 -5.36671 0.2171 -0.2309 0.0205
H -2.12075 3.34513 -5.06866 -0.1236 -0.0386 0.0125
H -1.17951 4.83366 -4.91350 -0.0260 0.1404 0.0354
H -1.20854 3.97156 -6.44663 -0.0146 0.0842 -0.1181
C 1.30899 3.78202 -5.20088 -0.2499 -0.2953 0.0494
H 1.30449 4.72751 -4.66401 0.0301 0.1183 0.0571
H 2.16676 3.19833 -4.87297 0.1507 -0.0237 0.0167
H 1.41825 3.99103 -6.26208 0.0635 0.0654 -0.1198
H 0.01394 2.11377 -5.58756 -0.0011 0.0721 0.0409
H 1.10699 0.93555 -4.18050 0.0415 0.0386 -0.0193
H 1.37511 1.49472 -2.52476 0.0924 -0.0390 -0.0331
C -0.91822 -0.10408 3.14526 -0.0167 -0.0294 0.1828
C -0.60126 -0.82187 4.27359 -0.0527 0.0908 0.1019
O -0.94138 -0.43333 5.53724 0.2748 -0.3939 -0.2883
C -1.70112 0.74553 5.70673 -0.1296 0.3760 0.2108
C -1.95648 0.91961 7.19972 -0.0220 0.0909 -0.3186
H -0.99789 0.91056 7.71877 0.0318 -0.0480 0.0567
H -2.54264 0.07708 7.57039 0.0270 -0.0329 0.0493
C -2.71352 2.21921 7.47628 0.0952 -0.2365 0.0230
N -2.00943 3.37891 6.96055 -0.1222 0.0512 0.0705
C -0.90356 3.78463 7.80915 0.3037 -0.0376 -0.1528
H -0.27980 2.91292 8.01305 -0.0176 0.0160 0.0786
C -0.06801 4.85344 7.11188 -0.1038 0.0895 0.2738
C -0.93499 6.06413 6.78761 0.0799 -0.1382 -0.2358
C -2.13334 5.60339 5.96631 -0.1394 0.0927 0.2822
H -2.80753 6.43806 5.76633 -0.0184 0.0038 -0.0578
H -1.78651 5.20288 5.01264 -0.0362 -0.0015 -0.0843
C -2.88843 4.50644 6.71116 -0.0304 0.1146 -0.3090
H -3.72681 4.16151 6.10025 -0.0103 0.0074 0.0874
H -3.29775 4.91729 7.65374 -0.0254 -0.0319 -0.0230
H -0.35892 6.80933 6.23617 -0.0069 0.0596 0.0558
H -1.28256 6.52468 7.71594 0.0041 0.0653 0.0367
H 0.76782 5.13866 7.75328 0.0516 -0.0271 -0.0190
H 0.33325 4.43681 6.18683 0.0812 -0.0410 -0.0193
H -1.26953 4.17622 8.77817 -0.0040 -0.0636 -0.0194
H -3.68202 2.16408 6.97174 -0.0184 0.0382 0.0639
H -2.90497 2.30435 8.56103 -0.0704 0.0238 -0.0889
H -2.65420 0.66472 5.16718 0.0738 0.0192 -0.0219
H -1.15496 1.61808 5.32949 -0.0862 -0.1465 -0.0463
H -1.47560 0.81559 3.20020 -0.0650 0.0994 0.0455
H 1.09683 -3.36632 2.84733 0.0330 -0.1109 0.0762
H 0.09483 -3.81605 6.86739 -0.0646 0.0453 -0.0182
H -1.30875 -2.99907 6.13506 0.0244 0.0007 0.0118
H -0.07578 -2.04634 6.99632 -0.0375 -0.1410 -0.0568
```
Forces are in eV/Å.